The following is a DFT calculation (ωB97M-V/def2-TZVPD) of a 2-piece molecular cluster, C4H8O2 overall.

```
14
Properties=species:S:1:pos:R:3:lowdin_charge:R:1
C 2.092 0.092 -0.153 -0.09
O 1.091 -0.825 0.247 -0.11
C -0.205 -0.402 0.306 -0.36
C -1.163 -1.329 0.389 0.09
C -0.411 1.058 0.576 -0.22
O -1.391 1.730 0.354 0.03
H 2.850 -0.490 -0.682 0.09
H 1.712 0.867 -0.831 0.10
H 2.550 0.569 0.721 0.09
H -2.068 0.200 -1.741 0.06
H -2.218 -1.094 0.361 0.06
H -0.869 -2.367 0.501 0.08
H -2.422 0.500 -1.165 0.05
H 0.453 1.492 1.118 0.13
```

The SMILES is C=C(C=O)OC.[H][H]. For the HOMO energy, the calculation gives -9.25 eV. As for the HOMO-LUMO gap: 9.4887 eV. As for the charge: 0. For the LUMO energy, the calculation gives 0.236 eV. The calculation puts the relative energy (zero: lowest compared OMol25 entry of this formula, charge and spin) at 3.467 eV.

The following is a DFT calculation (ωB97M-V/def2-TZVPD) of one molecule with the formula C4H8O2.

```
14
Properties=species:S:1:pos:R:3:lowdin_charge:R:1
C -1.053 1.215 -1.222 -0.09
O -0.716 -0.051 -0.716 -0.16
C 0.593 -0.124 -0.245 -0.30
C 0.702 0.138 1.244 -0.02
C 0.762 -1.272 0.680 -0.31
O -0.267 -2.193 0.818 0.00
H -0.641 1.354 -2.230 0.09
H -0.679 2.019 -0.575 0.09
H -2.141 1.268 -1.269 0.09
H 1.360 0.180 -0.957 0.15
H -0.233 0.475 1.686 0.12
H 1.611 0.535 1.690 0.10
H 1.743 -1.737 0.718 0.15
H -1.042 -1.807 0.380 0.09
```

The SMILES is CO[C@H]1C[C@H]1O. For the HOMO energy, the calculation gives -9.40 eV. As for the HOMO-LUMO gap: 10.4124 eV. As for the charge: 0. For the LUMO energy, the calculation gives 1.008 eV. The calculation puts the relative energy (zero: lowest compared OMol25 entry of this formula, charge and spin) at 2.410 eV.

The following is a DFT calculation (ωB97M-V/def2-TZVPD) of one molecule with the formula C4H8O2.

```
14
Properties=species:S:1:pos:R:3:lowdin_charge:R:1
C 1.274 -1.117 0.744 -0.02
C 0.341 0.043 0.432 -0.37
C 0.301 0.471 -1.024 -0.16
O -0.874 1.253 -1.072 -0.09
C -1.753 0.677 -0.123 -0.21
O -1.037 -0.299 0.601 -0.07
H 2.150 -0.766 1.297 0.08
H 0.771 -1.872 1.351 0.08
H 1.631 -1.601 -0.172 0.08
H 0.566 0.910 1.074 0.15
H 1.147 1.065 -1.375 0.14
H 0.198 -0.433 -1.647 0.13
H -2.116 1.481 0.534 0.13
H -2.600 0.189 -0.620 0.13
```

The SMILES is C[C@H]1COCO1. For the HOMO energy, the calculation gives -9.78 eV. As for the HOMO-LUMO gap: 10.8876 eV. As for the charge: 0. For the LUMO energy, the calculation gives 1.112 eV. The calculation puts the relative energy (zero: lowest compared OMol25 entry of this formula, charge and spin) at 1.408 eV.

The following is a DFT calculation (ωB97M-V/def2-TZVPD) of one molecule with the formula C4H8O2.

```
14
Properties=species:S:1:pos:R:3:lowdin_charge:R:1
C -0.854 -1.572 -1.095 -0.10
O 0.219 -0.666 -0.975 -0.13
C -0.170 0.463 -0.279 -0.33
C -0.201 0.529 1.219 -0.03
C 0.808 1.352 0.430 -0.29
O 2.137 1.109 0.775 -0.01
H -1.706 -1.116 -1.624 0.09
H -1.198 -1.899 -0.104 0.09
H -0.493 -2.428 -1.666 0.09
H -0.995 1.016 -0.742 0.15
H 0.323 -0.316 1.673 0.12
H -1.026 0.904 1.815 0.10
H 0.741 2.385 0.090 0.15
H 2.415 0.237 0.483 0.09
```

The SMILES is CO[C@H]1C[C@H]1O. For the HOMO energy, the calculation gives -9.47 eV. As for the HOMO-LUMO gap: 10.4767 eV. As for the charge: 0. For the LUMO energy, the calculation gives 1.008 eV. The calculation puts the relative energy (zero: lowest compared OMol25 entry of this formula, charge and spin) at 2.754 eV.

The following is a DFT calculation (ωB97M-V/def2-TZVPD) of a 2-piece molecular cluster, C4H8O2 overall at a distorted geometry.

```
14
Properties=species:S:1:pos:R:3:lowdin_charge:R:1
C -0.887 1.211 -0.684 0.08
C -0.473 -0.035 -0.437 -0.36
O 0.875 -0.396 -0.517 -0.04
C -1.197 -0.951 0.465 -0.15
C -0.830 -2.075 1.087 0.03
H -0.266 2.008 -1.081 0.07
H -1.718 1.562 -0.089 0.07
H 1.377 -0.440 0.302 0.12
H -2.197 -0.530 0.644 0.10
H 0.231 -2.213 1.229 0.05
H -1.603 -2.749 1.487 0.07
H 1.683 1.101 -1.118 0.00
H 2.394 2.070 -0.294 0.03
O 2.611 1.438 -0.995 -0.09
```

The SMILES is C=CC(=C)O.O. For the HOMO energy, the calculation gives -9.24 eV. As for the HOMO-LUMO gap: 9.3817 eV. As for the charge: 0. For the LUMO energy, the calculation gives 0.140 eV. The calculation puts the relative energy (zero: lowest compared OMol25 entry of this formula, charge and spin) at 3.248 eV.

The following is a DFT calculation (ωB97M-V/def2-TZVPD) of one molecule with the formula C4H8O2.

```
14
Properties=species:S:1:pos:R:3:lowdin_charge:R:1
C -0.705 -1.295 0.915 -0.05
C -0.412 -0.125 -0.008 -0.41
C 0.544 -0.479 -1.136 -0.04
O 0.219 0.875 0.829 -0.02
C 0.467 2.082 0.320 -0.35
O 0.053 2.539 -0.715 0.07
H -1.085 -2.144 0.338 0.09
H 0.209 -1.613 1.427 0.09
H -1.446 -1.026 1.674 0.08
H -1.346 0.289 -0.407 0.15
H 1.495 -0.840 -0.726 0.09
H 0.737 0.400 -1.753 0.07
H 0.119 -1.268 -1.759 0.09
H 1.150 2.605 1.003 0.15
```

The SMILES is CC(C)OC=O. For the HOMO energy, the calculation gives -10.63 eV. As for the HOMO-LUMO gap: 11.6601 eV. As for the charge: 0. For the LUMO energy, the calculation gives 1.028 eV. The calculation puts the relative energy (zero: lowest compared OMol25 entry of this formula, charge and spin) at 0.451 eV.

The following is a DFT calculation (ωB97M-V/def2-TZVPD) of C4H8O2 as an isolated structure.

```
14
Properties=species:S:1:pos:R:3:lowdin_charge:R:1
C -0.743 0.639 -0.623 -0.10
C -0.886 0.110 0.803 -0.18
C 0.431 -0.625 1.150 -0.15
O 1.436 0.079 0.415 -0.04
C 1.142 0.059 -0.895 -0.42
O 0.935 -1.064 -1.547 -0.07
H -1.605 0.391 -1.263 0.11
H -0.593 1.717 -0.696 0.10
H -0.101 -0.335 -1.397 0.13
H -1.732 -0.577 0.901 0.11
H -1.043 0.928 1.512 0.11
H 0.708 -0.555 2.202 0.13
H 0.414 -1.671 0.834 0.12
H 1.636 0.903 -1.396 0.16
```

For the HOMO energy, the calculation gives -9.04 eV. As for the HOMO-LUMO gap: 9.9813 eV. As for the charge: 0. For the LUMO energy, the calculation gives 0.943 eV. The calculation puts the relative energy (zero: lowest compared OMol25 entry of this formula, charge and spin) at 4.300 eV.

The following is a DFT calculation (ωB97M-V/def2-TZVPD) of C4H8O2 as an isolated structure.

```
14
Properties=species:S:1:pos:R:3:lowdin_charge:R:1
O -0.862 -1.060 0.027 -0.16
C -0.526 -0.307 1.143 -0.41
C 0.999 -0.353 0.908 -0.09
C 0.524 0.421 -0.284 0.02
O -0.349 -0.385 -2.354 -0.08
C -0.591 1.080 0.473 -0.09
H -0.865 -0.686 -1.571 0.01
H -1.009 -0.558 2.091 0.14
H 1.395 -1.356 0.727 0.12
H 1.681 0.250 1.520 0.12
H 1.104 0.830 -1.116 0.13
H 0.240 -1.135 -2.507 0.06
H -1.512 1.298 -0.076 0.12
H -0.228 1.960 1.018 0.12
```

For the HOMO energy (alpha / beta), the calculation gives -9.28 / -9.28 eV. As for the HOMO-LUMO gap (alpha / beta): 9.0529 / 9.0522 eV. As for the charge: 0. For the LUMO energy (alpha / beta), the calculation gives -0.230 / -0.230 eV. The calculation puts the relative energy (zero: lowest compared OMol25 entry of this formula, charge and spin) at 5.252 eV.

The following is a DFT calculation (ωB97M-V/def2-TZVPD) of C4H8O2 as an isolated structure at a distorted geometry.

```
14
Properties=species:S:1:pos:R:3:lowdin_charge:R:1
C -1.772 -0.793 -0.456 -0.06
C -0.545 0.061 -0.819 -0.25
O -0.054 0.914 0.263 -0.15
C 1.660 1.036 0.375 0.09
C 1.157 -0.027 1.229 -0.45
O 1.322 -1.190 0.901 -0.01
H -2.602 -0.196 -0.070 0.07
H -1.519 -1.569 0.272 0.07
H -2.137 -1.306 -1.364 0.08
H 0.250 -0.622 -1.131 0.11
H -0.799 0.747 -1.629 0.11
H 2.239 1.874 0.831 0.12
H 2.069 0.735 -0.586 0.11
H 0.731 0.335 2.183 0.14
```

For the HOMO energy, the calculation gives -9.14 eV. As for the HOMO-LUMO gap: 9.7611 eV. As for the charge: 0. For the LUMO energy, the calculation gives 0.622 eV. The calculation puts the relative energy (zero: lowest compared OMol25 entry of this formula, charge and spin) at 3.714 eV.

The following is a DFT calculation (ωB97M-V/def2-TZVPD) of one molecule with the formula C4H8O2.

```
14
Properties=species:S:1:pos:R:3:lowdin_charge:R:1
C -1.531 0.866 -0.917 -0.10
O -0.387 0.979 -0.100 -0.17
C 0.417 -0.182 -0.093 -0.39
C 1.721 0.177 0.631 -0.01
C -0.301 -1.296 0.655 -0.23
O -0.447 -2.418 0.234 0.07
H -2.064 1.817 -0.845 0.09
H -1.257 0.683 -1.967 0.10
H -2.203 0.059 -0.587 0.09
H 0.600 -0.542 -1.118 0.15
H 2.564 0.223 -0.063 0.08
H 1.596 1.161 1.090 0.09
H 1.971 -0.536 1.426 0.08
H -0.678 -0.992 1.657 0.14
```

The SMILES is CO[C@@H](C)C=O. For the HOMO energy, the calculation gives -9.66 eV. As for the HOMO-LUMO gap: 10.7112 eV. As for the charge: 0. For the LUMO energy, the calculation gives 1.053 eV. The calculation puts the relative energy (zero: lowest compared OMol25 entry of this formula, charge and spin) at 1.642 eV.